This record from OMol25 describes a structure of composition C5H14N2O. The level of theory is wB97M-V/def2-TZVPD.

Results
2S+1 = 1
LUMO level = 0.8 eV
E_tot = -10435.5115 eV
Total charge = 0

Last column: natural (NBO) charge in e.
Cartesian coordinates (Å):
C (-0.7032, 0.7981, -0.1273)  0.009
C (0.4157, 0.2093, -0.8144)  -0.192
C (-0.2527, 2.2572, -1.3662)  -0.113
C (-0.4789, -2.4540, -0.2492)  -0.407
C (1.2091, -1.6165, 1.2649)  -0.405
N (0.3875, -1.3670, 0.1145)  -0.574
N (-0.5979, 1.3165, 1.1696)  -0.848
O (-0.0880, 3.3902, -0.5658)  -0.735
H (-0.4642, 3.1917, 0.3111)  0.482
H (-1.7022, 0.4881, -0.4132)  0.216
H (-1.3071, 0.9659, 1.8013)  0.395
H (0.3289, 1.2517, 1.5748)  0.385
H (1.4102, 0.5737, -0.5770)  0.219
H (0.2145, -0.1888, -1.8020)  0.233
H (-1.1769, 2.2863, -1.9515)  0.143
H (0.5759, 2.2547, -2.0740)  0.177
H (1.9066, -2.4579, 1.1020)  0.162
H (0.6339, -1.8472, 2.1775)  0.162
H (0.0982, -3.3582, -0.5155)  0.163
H (-1.1693, -2.7432, 0.5610)  0.163
H (-1.0860, -2.1967, -1.1263)  0.186
H (1.8459, -0.7540, 1.5055)  0.179